The following is a quantum chemistry calculation of a molecular structure, C34H51EuN4OP2, from the Open Molecules 2025 dataset.

Results
Net charge   +1
HOMO-LUMO gap (spin up / spin down)   3.51 / 4.52 eV
ΔE to the lowest compared entry with this formula, charge and spin   70.39 kcal per mole
Expectation value of S²   15.827
Multiplicity   8
E_HOMO (spin up / spin down)   -6.23 / -8.28 eV

Positions of all 93 atoms, in Å:
Eu 0.49782 -0.22255 0.38801
P -1.17776 -2.40688 -0.98375
P 0.58087 2.78603 0.33920
O 3.51008 -1.34160 2.89211
N -1.62093 -0.37892 1.91079
N -2.16386 -1.21086 3.88808
N -1.38665 0.74924 -1.26128
N 1.87821 -0.39174 -1.61351
C -1.14827 3.06587 -0.25201
C 3.40877 -0.51098 -4.76753
C 1.08459 -0.65433 -6.37770
C 0.63504 3.57739 2.07553
C -2.86862 0.12242 2.28928
C -2.80762 0.52494 -3.28025
C -2.00808 -0.02682 -2.22734
C 2.59571 -0.94393 2.33018
C -3.89909 -1.86095 -0.57323
C 0.29755 -3.93431 -2.99770
C 1.57725 -3.68407 -0.88240
C 2.35899 -0.55853 -6.95975
C -0.37084 2.86401 2.99439
C 0.96039 -0.63485 -4.97448
C -3.31405 -3.87157 -2.02260
C 2.21126 -0.26220 -2.74221
C 3.50986 -0.47967 -6.15695
C 0.17649 -3.91362 -1.47561
C 1.59752 3.64279 -1.02940
C -2.80145 2.55388 -2.01321
C -1.77894 2.04415 -1.21158
C -0.31080 -5.25160 -0.91432
C -1.23527 -1.17277 2.91022
C 3.07829 3.27470 -0.74993
C 2.06792 3.34695 2.60860
C 0.35169 5.08433 2.01481
C -1.97274 -1.46206 -2.24414
C 1.45811 5.17669 -1.11563
C 1.19921 3.01351 -2.37926
C -2.95237 -3.08846 -0.73021
C -3.34063 1.80276 -3.06002
C 2.14075 -0.49194 -4.15798
C -3.23108 -0.39039 3.51379
C -3.03124 -3.92908 0.54201
H -4.09373 -4.13633 0.75920
H 2.42079 -0.54673 -8.05915
H -0.65970 -4.12715 -3.49158
H -4.06427 -1.34527 -1.54037
H -3.40068 0.82976 1.69011
H -1.81763 3.18351 0.61972
H -2.61035 -3.36040 1.38628
H -4.11276 -0.25670 4.12727
H -3.05717 3.61284 -1.85318
H -3.43405 -1.15719 0.13707
H 1.21030 5.65294 1.62926
H -3.17537 -0.16153 -4.06456
H -0.27619 -1.68191 2.95615
H 1.00862 -4.71433 -3.31405
H 1.57956 -3.59474 0.21343
H 0.40663 -6.05377 -1.15819
H -0.05674 -0.70231 -4.53771
H 3.21164 2.17775 -0.71140
H -0.53602 5.33559 1.41894
H 0.17263 5.44213 3.04076
H 0.23935 3.41875 -2.76964
H 0.16905 -0.71448 -6.99770
H -0.38053 -5.23249 0.18144
H -1.83389 -1.90290 -3.23754
H 4.50317 -0.35871 -6.61577
H 1.98195 5.69092 -0.29382
H -1.15336 4.04223 -0.76963
H 3.43974 3.71036 0.19752
H -4.13431 2.22451 -3.69249
H 1.98872 3.23483 -3.14216
H 2.81561 3.92911 2.04660
H -2.08750 -1.77003 4.74176
H -1.40677 2.99057 2.66817
H 4.31527 -0.43058 -4.12724
H 2.36114 2.28341 2.57828
H 1.93238 5.51553 -2.05704
H -4.89453 -2.15461 -0.19953
H 2.07147 -2.79809 -1.29510
H 0.69606 -2.98729 -3.37914
H -3.12611 -4.95719 -1.95826
H 2.22156 -4.55363 -1.11488
H -0.16878 1.78997 3.08603
H 2.11304 3.67943 3.65731
H 0.41140 5.51261 -1.14079
H -0.28687 3.29568 4.00024
H -2.50970 -4.89319 0.45125
H -2.76753 -3.49215 -2.90611
H 1.12491 1.90941 -2.30187
H 3.71187 3.67035 -1.56571
H -4.38403 -3.71307 -2.25547
H -1.27318 -5.57047 -1.32310